195
Properties=species:S:1:pos:R:3:forces:R:3:lowdin_charge:R:1 method="wB97M-V/def2-TZVPD" lumo_energy_ha=-0.3114 relative_energy_kcal_mol=0.0 total_energy_ev=-116563.890 total_charge=+5 gap_ha=0.3999
C 0.134800 19.308981 -36.001365 -1.4991 2.2181 -2.5324 -0.71
F -0.045164 19.032261 -34.759834 0.2207 -0.2186 2.0076 0.17
F 1.064669 18.606218 -36.551513 1.8712 -1.4453 -0.2964 0.16
F -1.013622 18.983562 -36.649441 0.2571 0.5451 0.2125 0.13
S 0.547001 21.156884 -36.357571 -3.9063 -0.1294 1.8245 0.65
O 0.600284 21.297296 -37.786545 0.9262 -0.6691 0.4401 -0.29
O -0.598326 21.852822 -35.760057 1.7299 -0.7096 0.0473 -0.30
N 1.929399 21.356801 -35.455235 -3.4666 -2.3859 0.4524 -0.28
S 2.858311 22.012448 -36.434518 7.0025 4.2459 -4.8993 0.56
O 3.427344 21.272850 -37.600148 -1.3904 0.5856 2.3934 -0.34
O 2.418887 23.388117 -36.756950 0.1783 -1.2232 0.3396 -0.35
C 4.497921 22.349678 -35.366087 -1.0955 -1.5911 -3.9230 -0.59
F 5.521731 22.850634 -36.163194 -1.9739 -1.0406 1.8163 0.12
F 4.136883 23.198663 -34.469811 0.5930 0.9093 1.6739 0.16
F 4.820443 21.130556 -34.879933 0.6871 1.1257 0.2869 0.10
C 1.824909 14.423982 -36.195325 -0.3218 0.1999 0.4575 -0.06
C 0.613862 15.163468 -35.545332 0.6878 0.1137 0.3613 -0.23
C -0.654969 14.330767 -35.388207 -0.1220 0.7570 -1.9577 -0.12
N -1.819023 14.957643 -34.611348 -0.0873 -0.8158 1.3362 -0.23
C -1.953016 16.464149 -34.925098 -1.4498 -1.0841 0.4282 -0.09
C -3.100784 17.188726 -34.116366 1.3333 0.9383 1.4358 -0.13
C -3.015881 16.955659 -32.572652 -0.2330 -0.4731 -0.6709 -0.18
C -2.709762 15.474536 -32.194057 0.8258 1.6223 0.3576 -0.14
C -1.623909 14.767184 -33.068288 -1.2733 -0.3636 0.0194 -0.07
C -3.138322 14.197354 -34.997851 0.9750 1.5605 0.7392 0.08
H 1.664334 14.067577 -37.212820 -0.4554 0.0141 0.0427 0.08
H 2.184100 13.576120 -35.612053 -0.1098 0.0343 0.0968 0.09
H 2.641731 15.141690 -36.271298 -0.0103 -0.1177 0.0817 0.04
H 0.452575 16.048773 -36.160417 -0.3670 -0.0096 -0.0738 0.09
H 0.880386 15.559019 -34.565230 0.4959 -0.0609 0.1939 0.10
H -0.405905 13.291513 -35.173655 -0.5116 0.1124 0.9171 0.15
H -1.010042 14.305429 -36.418448 -0.5143 -0.3312 -0.0473 0.13
H -0.973116 16.879661 -34.690062 -0.3562 0.0821 0.2117 0.09
H -2.103180 16.520385 -36.003239 -0.0514 0.1109 0.0095 0.13
H -2.775969 18.226151 -34.195969 -0.1638 0.2300 -0.4223 0.10
H -4.167090 17.251900 -34.333378 0.2777 -1.0073 -1.1973 0.12
H -2.400801 17.735911 -32.124345 1.0085 -0.5448 -0.0078 0.10
H -3.941446 17.226544 -32.064652 -0.4390 -0.2569 -0.4755 0.12
H -2.299615 15.624048 -31.195297 0.3147 -0.7290 0.1150 0.12
H -3.653682 14.966868 -31.995598 0.2228 -0.4754 -0.6731 0.12
H -0.620808 15.012665 -32.719539 0.0476 0.5551 -0.6157 0.13
H -1.683510 13.689084 -32.919145 -0.1262 -0.0391 -0.0669 0.13
H -3.049489 13.131830 -34.786052 0.3026 0.1299 -0.4305 0.12
H -3.332452 14.507967 -36.024463 -0.1358 -0.5653 0.0493 0.11
H -3.899854 14.601529 -34.330903 -0.0542 -0.0254 -0.2343 0.10
C 6.803316 16.660431 -43.080389 -0.8448 -0.5342 -0.0385 -0.07
C 5.993280 16.662526 -41.752370 0.1921 0.8639 -0.4265 -0.21
C 4.923118 17.788978 -41.926380 -0.0334 -1.2262 1.1552 -0.10
N 3.987516 17.947994 -40.673761 0.6771 -0.8965 1.0349 -0.22
C 3.041977 19.141497 -40.952580 1.0993 -1.4042 -2.3982 -0.12
C 1.928213 19.401957 -40.068971 -2.0263 -1.7696 2.8296 -0.19
C 1.093807 18.100973 -39.878840 1.1647 0.3479 0.2037 -0.16
C 1.970824 16.869785 -39.527109 -0.7433 1.0065 -0.4510 -0.16
C 3.190665 16.589096 -40.406474 -1.0540 1.9537 -0.6019 -0.04
C 4.845753 18.265532 -39.479890 0.0794 -0.6267 0.4296 0.01
H 7.610717 15.928822 -43.111425 0.2422 0.4370 0.3746 0.09
H 7.087927 17.657139 -43.417518 0.4752 -0.0568 0.3787 0.08
H 6.148831 16.305405 -43.876443 -0.2716 -0.0390 -0.0400 0.08
H 6.604752 16.791940 -40.859374 0.3048 0.4789 -0.2328 0.10
H 5.559433 15.677824 -41.578474 -0.4326 0.0633 -0.3697 0.11
H 4.352668 17.501097 -42.809448 -0.5650 0.1911 0.2681 0.13
H 5.323721 18.786370 -42.107519 0.2984 -0.1487 0.1600 0.13
H 2.641544 18.698833 -41.864609 -0.1496 1.0661 -0.7336 0.14
H 3.692935 20.003800 -41.096792 0.0384 -0.1604 -0.3156 0.13
H 1.124111 20.074221 -40.368274 0.9312 0.7686 -0.5226 0.13
H 2.264886 19.670248 -39.067583 0.0377 0.5407 -0.0551 0.08
H 0.462591 17.947524 -40.754123 0.0772 -0.2653 -0.0839 0.12
H 0.446238 18.244608 -39.013889 -0.2303 0.0404 -0.2003 0.09
H 1.205380 16.106062 -39.664655 0.7127 -0.8530 0.5453 0.13
H 2.290341 17.017266 -38.495481 -0.1381 -0.4638 0.1887 0.09
H 2.822389 16.326155 -41.398111 0.3271 -0.3209 -0.0288 0.14
H 3.790244 15.803286 -39.947026 0.4611 0.4254 -0.3974 0.13
H 5.411818 17.398341 -39.139834 -0.0564 -0.1763 -0.4530 0.10
H 4.225029 18.509626 -38.617794 -0.1122 0.4992 -0.2924 0.09
H 5.582615 19.034165 -39.713012 -0.3826 0.2005 -0.0469 0.12
C 4.209426 26.464718 -32.659434 -1.3230 -0.2738 0.0718 -0.08
C 2.846136 26.531652 -33.439765 0.2308 -1.8816 0.8501 -0.17
C 1.840885 25.312184 -32.978697 -0.4192 1.7616 -0.0696 -0.05
N 0.362174 25.438550 -33.472677 0.2509 -0.1298 -2.7889 -0.21
C -0.432190 24.099122 -33.398774 0.8595 0.3283 1.2049 -0.10
C -0.784174 23.755096 -31.939247 -1.2253 0.8557 -0.7637 -0.15
C -1.587117 24.933730 -31.368246 1.3610 -0.5482 1.3295 -0.19
C -0.843460 26.272632 -31.405538 -1.1382 -1.2495 -1.0886 -0.14
C -0.459702 26.578843 -32.854775 1.4791 1.1941 1.1558 -0.10
C 0.400859 25.638588 -35.029146 0.0067 0.4995 0.8847 0.01
H 4.054551 26.199409 -31.613623 0.1110 0.3561 0.1264 0.07
H 4.680141 27.442848 -32.758336 0.2123 -0.2516 0.1685 0.09
H 4.827454 25.675522 -33.087566 0.1357 0.1927 -0.0666 0.06
H 3.240277 26.411184 -34.448848 -0.9761 -0.1287 -0.3938 0.09
H 2.393203 27.518346 -33.342945 -0.1985 -0.2243 0.1442 0.10
H 1.698513 25.274960 -31.898672 0.5088 0.2972 0.0835 0.11
H 2.174054 24.314374 -33.264150 0.0740 0.1991 -0.4161 0.11
H 0.166090 23.336450 -33.897272 0.0147 0.1686 -0.0604 0.10
H -1.305578 24.317987 -34.013099 -0.1815 -0.3262 0.2741 0.13
H 0.051509 23.491594 -31.290932 0.2377 0.1237 -0.2591 0.11
H -1.511582 22.945056 -31.886255 0.3777 -0.4629 -0.4431 0.12
H -1.724223 24.685852 -30.315696 -0.5054 0.0932 0.0393 0.12
H -2.562986 25.010812 -31.847655 0.0331 0.0627 -0.0444 0.13
H 0.095104 26.317617 -30.853124 -0.3755 -0.2232 0.5387 0.12
H -1.616123 26.910036 -30.975662 0.6869 0.9409 -0.2864 0.14
H 0.222787 27.417868 -32.719307 0.3129 0.0328 -0.6247 0.12
H -1.223250 26.994255 -33.512440 -0.2405 -0.9009 -0.1463 0.14
H -0.631199 25.894148 -35.269232 0.1191 -0.5189 -0.3551 0.08
H 0.831834 24.757885 -35.505301 -0.4894 -0.3186 0.1693 0.08
H 1.017765 26.449613 -35.416145 0.1132 0.3427 0.8946 0.10
C 3.934281 17.149146 -34.845475 0.6526 0.0248 1.1893 -0.08
C 3.238866 18.313895 -34.110690 -0.4168 -0.3677 0.8433 -0.20
C 3.623966 18.307201 -32.539831 -0.7753 0.3525 -1.3159 -0.05
N 2.932198 19.419728 -31.675883 1.9797 -1.2290 -0.1091 -0.23
C 3.490385 20.876283 -32.029805 -1.7036 -0.4163 0.1196 -0.10
C 4.891351 21.155683 -31.645700 1.4254 -1.2460 1.1198 -0.18
C 5.095392 20.912024 -30.128341 -0.6157 -0.3851 0.5342 -0.15
C 4.685086 19.437521 -29.669554 -1.0667 1.3545 -1.9038 -0.09
C 3.187379 19.085619 -30.184911 1.4232 1.2441 0.3458 -0.06
C 1.470187 19.319139 -31.927961 0.5240 1.7049 -0.8456 -0.01
H 3.789167 16.194780 -34.339281 -0.0816 0.0640 0.6320 0.08
H 5.002629 17.348340 -34.761409 0.1427 -0.2892 -0.7478 0.09
H 3.583716 16.851469 -35.833698 0.1656 1.0877 -0.2646 0.05
H 2.173899 18.135527 -34.259443 -0.1901 0.0018 0.6403 0.06
H 3.372684 19.288322 -34.580470 0.5506 -0.1180 0.0659 0.07
H 4.694388 18.327754 -32.335180 -0.0420 0.3780 -0.2985 0.13
H 3.289061 17.340741 -32.163174 -0.2296 0.1664 0.3040 0.13
H 3.347759 21.142817 -33.077047 -0.3883 -0.8996 -0.0808 0.08
H 2.810064 21.528445 -31.482123 -0.0905 -0.0145 0.2531 0.13
H 5.579272 20.508810 -32.190148 -0.0141 -0.4192 -0.0934 0.12
H 5.210369 22.116943 -32.048580 -0.3891 0.4040 0.5150 0.12
H 6.083167 21.139486 -29.727520 0.3328 -0.3588 -0.6016 0.12
H 4.514160 21.616369 -29.533216 -0.5588 0.1141 -0.2038 0.11
H 5.428187 18.769952 -30.105731 -0.1513 -0.3275 0.3713 0.11
H 4.714603 19.465834 -28.580323 -0.1218 -0.5687 -0.1390 0.12
H 2.821855 18.070843 -30.027668 0.4669 -0.1189 -0.0905 0.13
H 2.499643 19.723658 -29.629922 0.0233 0.1797 -0.0554 0.12
H 0.972090 19.934507 -31.178737 -0.1995 -0.2648 -0.0708 0.11
H 1.064384 18.311851 -32.021673 0.4317 0.0135 0.3742 0.12
H 1.435335 19.821741 -32.894533 -0.9087 -0.1098 -0.0632 0.08
C 2.573248 29.188909 -42.820825 1.0849 0.3607 0.0316 -0.07
C 3.353540 28.246823 -41.894398 -1.1294 -1.2010 0.2052 -0.22
C 3.835789 26.949255 -42.613422 1.8852 0.8570 1.4845 -0.05
N 4.710061 26.005175 -41.683388 1.4547 -0.7287 0.1891 -0.25
C 4.676579 24.644548 -42.389844 -0.8146 -0.9759 2.1732 -0.06
C 3.373058 23.755529 -42.014282 0.4919 0.2759 -1.3976 -0.16
C 3.133203 23.594295 -40.524974 1.0866 2.7719 -0.9799 -0.17
C 3.027329 25.075263 -40.047188 0.4593 -0.4473 1.1033 -0.15
C 4.367952 25.879869 -40.235579 -3.3464 -0.2137 0.4213 -0.12
C 6.233923 26.483791 -41.608769 -1.9726 0.3150 -1.2728 0.07
H 1.591374 28.813385 -43.108948 0.2571 -0.2207 -0.2108 0.08
H 3.225071 29.406448 -43.666933 -0.4677 0.0013 -0.4109 0.09
H 2.413132 30.156943 -42.346083 0.0105 -0.0938 0.2002 0.08
H 2.651924 27.982650 -41.103166 -0.1414 -0.4008 0.1711 0.08
H 4.153078 28.720967 -41.325165 0.3311 0.1926 -0.5846 0.11
H 4.646275 27.194750 -43.299673 -0.4155 0.3322 -0.5044 0.13
H 3.123000 26.328355 -43.156130 -0.2716 0.2185 0.4883 0.13
H 4.868362 24.864418 -43.440069 -0.1641 -0.4705 0.0690 0.14
H 5.491216 24.107168 -41.904374 0.3610 -0.0906 -0.5250 0.13
H 2.509567 24.161996 -42.540836 -0.1667 0.0296 0.0634 0.11
H 3.476094 22.723903 -42.350795 0.5405 0.2224 -0.8861 0.11
H 2.285401 22.943281 -40.311631 0.2047 0.1413 0.2368 0.11
H 4.103469 23.223449 -40.194579 -0.3432 -0.5303 0.8639 0.12
H 2.213492 25.632119 -40.511609 -0.0784 -0.1818 -0.4330 0.09
H 2.776734 25.066158 -38.986430 0.2308 0.2133 0.2501 0.10
H 4.157839 26.887547 -39.877060 0.2708 0.0383 -0.0191 0.12
H 5.112177 25.460263 -39.558689 0.4587 -0.1745 -0.8127 0.14
H 6.167865 27.556142 -41.424931 0.2407 -0.1015 0.1180 0.10
H 6.621300 26.312073 -42.613035 0.3223 -0.0105 0.2395 0.11
H 6.771933 25.964613 -40.815616 -0.2473 -0.0794 -0.3090 0.11
C -0.810857 30.207983 -40.108325 -0.4090 -0.3143 0.4592 -0.08
C -1.116501 28.715290 -40.387320 1.4165 0.1133 0.9650 -0.21
C -1.654605 27.950239 -39.119690 0.4047 1.1301 -1.0130 -0.13
N -1.911598 26.455322 -39.308637 -1.7777 -0.1103 0.4645 -0.20
C -0.717994 25.657446 -39.921919 -0.3551 0.5674 0.7904 -0.10
C -0.940662 24.182006 -39.799820 -0.7853 -0.7807 -0.0921 -0.16
C -1.181109 23.703053 -38.363743 -0.4335 -1.0776 -0.6138 -0.19
C -2.437343 24.363439 -37.835299 -0.0519 1.1913 0.3380 -0.14
C -2.241004 25.901967 -37.863958 1.5622 -1.0242 -0.4911 -0.08
C -3.186517 26.328551 -40.222424 0.7985 0.4646 1.3092 0.07
H -0.312854 30.366116 -39.151722 -0.4386 -0.0347 0.3443 0.08
H -1.769544 30.721403 -40.181913 0.3014 0.4864 0.3254 0.09
H -0.097496 30.665833 -40.793605 -0.3186 -0.3507 -0.5062 0.08
H -0.134050 28.263821 -40.525435 0.0195 -0.2647 -0.6565 0.08
H -1.670010 28.746887 -41.325789 -0.3360 -0.8074 0.2678 0.11
H -2.500114 28.473054 -38.672615 -0.7673 -0.5890 -0.4602 0.14
H -0.937734 28.108347 -38.313968 0.5661 -0.5424 -0.2167 0.13
H 0.160527 25.878912 -39.315910 0.0180 0.5697 -0.0698 0.12
H -0.579448 25.968697 -40.957305 -0.1402 0.2432 0.1706 0.14
H -0.235610 23.593750 -40.387141 0.7697 0.3128 0.4405 0.12
H -1.831733 23.905070 -40.363217 -0.4118 0.1171 0.0698 0.12
H -0.389062 23.757930 -37.616923 0.4383 0.7821 -0.3611 0.09
H -1.290634 22.619234 -38.401486 -0.4095 0.0157 -0.1102 0.10
H -2.570095 24.081613 -36.790769 -0.0862 0.0908 0.1297 0.12
H -3.375552 24.101286 -38.324329 0.1590 -0.2277 -0.2892 0.12
H -1.297412 26.085619 -37.350140 0.1814 0.0598 0.0232 0.09
H -2.967592 26.449841 -37.263950 -0.4761 0.3517 -1.0200 0.14
H -3.392059 25.297775 -40.511143 0.4115 0.2464 -0.1540 0.10
H -3.041181 27.041832 -41.033728 -0.1250 -0.4697 -0.1021 0.10
H -4.008751 26.655360 -39.585848 -0.0070 0.1154 -0.1606 0.11